[1]
{
  "formula": "C22H26N3",
  "method": "ωB97M-V/def2-TZVPD",
  "total_charge": 1,
  "energy_ev": -27699.7980,
  "e_lumo_ev": -4.6,
  "relative_energy_ev": 0.759,
  "symbols": ["C", "N", "C", "C", "C", "C", "C", "C", "C", "C", "C", "C", "C", "C", "C", "C", "C", "C", "H", "H", "H", "H", "H", "H", "H", "H", "H", "H", "H", "H", "H", "H", "H", "H", "C", "C", "N", "C", "C", "C", "N", "H", "H", "H", "H", "H", "H", "H", "H", "H", "H"],
  "coordinates": [[4.618554, 1.552555, 2.627296], [3.211778, 1.212748, 2.535888], [2.212759, 2.117434, 2.387271], [0.952957, 1.463296, 2.430704], [-0.285183, 2.082483, 2.336826], [-1.561461, 1.432495, 2.409484], [-1.879922, 0.341509, 1.573485], [-3.081587, -0.338748, 1.682887], [-4.022816, 0.038128, 2.648114], [-5.294453, -0.738653, 2.778564], [-3.749178, 1.148322, 3.459985], [-2.564142, 1.855360, 3.326139], [1.262024, 0.041626, 2.656241], [0.525188, -1.080669, 2.990680], [1.181709, -2.301876, 3.225791], [2.581311, -2.401208, 3.149721], [3.355883, -1.255777, 2.893090], [2.672114, -0.070040, 2.670425], [5.206339, 0.637781, 2.724493], [4.945814, 2.103221, 1.735775], [4.809866, 2.194020, 3.498938], [2.435771, 3.172072, 2.291690], [-0.270349, 3.174563, 2.341518], [-1.160703, 0.079249, 0.787465], [-3.302061, -1.182646, 1.022954], [-5.935011, -0.293901, 3.544824], [-5.852051, -0.765385, 1.833451], [-5.085830, -1.778436, 3.059323], [-4.484618, 1.443436, 4.214680], [-2.343676, 2.719494, 3.955469], [-0.554470, -1.004507, 3.083709], [0.596416, -3.194502, 3.458455], [3.075551, -3.360712, 3.307307], [4.443276, -1.262475, 2.867417], [-2.709446, -0.182062, -1.698391], [-1.411320, 0.560884, -1.898089], [-0.541860, 0.754806, -0.951981], [0.819742, 0.983294, -1.400976], [0.884624, 2.051438, -2.474810], [-0.080111, 1.768759, -3.614136], [-1.203403, 0.968385, -3.167038], [-3.473242, 0.168388, -2.401755], [-2.569619, -1.258196, -1.891990], [-3.077151, -0.042085, -0.677444], [1.382585, 1.268442, -0.502735], [1.267509, 0.063870, -1.839708], [0.629861, 3.012740, -2.022789], [1.902476, 2.110364, -2.874175], [-0.435792, 2.715784, -4.035332], [0.435017, 1.215008, -4.407514], [-1.914421, 0.703156, -3.839003]],
  "forces_ev_per_angstrom": [[0.63, 0.36, -0.02], [-1.49, 1.79, -0.43], [1.22, -1.11, 0.25], [-0.89, -0.37, -0.29], [1.15, 0.23, 0.65], [-1.55, -0.62, 0.01], [0.55, -0.34, 0.09], [0.03, 0.29, 0.40], [0.25, 0.08, -0.20], [-0.30, -0.02, 0.19], [-0.02, -0.04, 0.09], [0.70, 0.24, -0.30], [0.85, -0.07, 0.13], [-0.20, -0.71, 0.10], [0.13, 0.37, -0.16], [0.09, 0.56, -0.14], [-0.38, -0.28, 0.03], [-0.59, -0.38, 0.27], [-0.12, 0.27, -0.06], [-0.15, -0.28, 0.16], [-0.15, -0.30, -0.17], [-0.04, -0.08, -0.06], [-0.05, -0.11, 0.01], [-0.32, 0.06, 0.36], [0.12, 0.27, 0.26], [0.01, -0.16, -0.12], [0.16, 0.05, 0.18], [-0.04, 0.19, -0.03], [0.30, -0.02, -0.29], [-0.24, -0.22, -0.06], [0.25, -0.22, -0.06], [0.18, 0.36, -0.04], [-0.18, 0.31, -0.02], [-0.26, -0.29, 0.08], [-0.19, 0.19, 0.17], [0.70, 0.41, 0.38], [-0.51, -1.30, -0.55], [-0.17, 0.15, -0.20], [0.36, 0.56, 0.22], [0.21, -0.27, -0.39], [-0.56, -0.41, -0.56], [0.09, 0.00, 0.17], [0.12, 0.36, 0.17], [0.11, -0.05, -0.46], [0.25, -0.06, -0.38], [-0.31, 0.18, 0.49], [0.09, 0.02, -0.01], [-0.14, 0.20, 0.04], [0.01, -0.18, -0.01], [-0.08, 0.15, 0.02], [0.37, 0.24, 0.09]]
}


[2]
{
  "formula": "C60H94Br2F3N11O2Ta",
  "method": "ωB97M-V/def2-TZVPD",
  "total_charge": -1,
  "energy_ev": -234013.2808,
  "e_lumo_ev": 1.9,
  "symbols": ["C", "C", "C", "N", "Ta", "Br", "C", "C", "C", "Br", "C", "C", "C", "C", "C", "C", "C", "C", "C", "C", "C", "C", "O", "C", "C", "O", "C", "F", "F", "F", "C", "C", "C", "N", "H", "H", "H", "H", "H", "H", "H", "H", "H", "H", "H", "H", "H", "H", "H", "H", "H", "H", "H", "H", "H", "H", "H", "H", "H", "H", "H", "H", "H", "H", "H", "H", "H", "H", "H", "H", "H", "H", "H", "H", "H", "H", "H", "H", "H", "H", "H", "H", "H", "N", "C", "C", "C", "C", "H", "H", "H", "H", "H", "N", "C", "C", "C", "C", "H", "H", "H", "H", "H", "N", "C", "C", "C", "C", "H", "H", "H", "H", "H", "N", "C", "C", "C", "C", "H", "H", "H", "H", "H", "N", "C", "C", "C", "C", "H", "H", "H", "H", "H", "N", "C", "C", "C", "C", "H", "H", "H", "H", "H", "N", "C", "C", "C", "C", "H", "H", "H", "H", "H", "N", "C", "C", "C", "C", "H", "H", "H", "H", "H", "N", "C", "C", "C", "C", "H", "H", "H", "H", "H"],
  "coordinates": [[-4.997679, -6.592837, 1.826437], [-5.762537, -5.610273, 2.718588], [-5.154261, -4.189471, 2.536500], [-3.751754, -4.233694, 2.957138], [-2.637814, -2.438051, 2.732157], [-1.015253, -0.355707, 2.609085], [-3.791626, -1.634138, 4.570347], [-3.433395, -0.230412, 5.111350], [-4.175946, 0.856923, 4.298458], [-3.094618, 2.417386, 3.844175], [-1.510836, -3.492317, 1.002433], [0.065581, -3.553840, 1.056392], [0.692551, -3.393653, -0.350707], [0.988316, -1.944787, -0.799493], [2.494955, -1.684537, -1.146682], [3.240709, -0.755465, -0.148234], [3.217589, 0.718265, -0.633641], [1.944236, 1.336088, -0.078567], [1.753251, 2.817991, -0.354009], [2.847511, 3.717912, 0.242138], [2.643384, 3.809400, 1.781340], [3.967631, 3.587110, 2.520109], [4.545235, 2.328415, 2.188233], [4.034583, 1.334709, 3.079634], [-1.120240, -3.364583, 4.264006], [-0.448742, -2.260774, 4.953165], [0.582977, -2.638247, 5.644038], [1.544909, -3.169705, 4.903548], [0.281886, -3.473985, 6.616804], [1.127793, -1.575538, 6.213804], [-4.095864, -1.520335, 1.180682], [-3.713605, -0.302068, 0.399214], [-2.589966, -0.268246, -0.596157], [-4.363297, 0.780157, 0.484449], [-5.304218, -7.626245, 1.986427], [-5.131137, -6.328021, 0.778195], [-3.925183, -6.550091, 2.009109], [-6.768129, -5.574259, 2.292760], [-5.778185, -5.924070, 3.759768], [-5.289615, -3.969948, 1.483597], [-5.731837, -3.543657, 3.209438], [-3.697135, -4.533593, 3.925225], [-3.593099, -2.343945, 5.382491], [-4.862957, -1.708846, 4.343443], [-3.866004, -0.162056, 6.118372], [-2.374643, -0.030996, 5.235307], [-4.613525, 0.367842, 3.432178], [-5.012601, 1.244285, 4.867449], [-1.857091, -3.142759, 0.024943], [-1.827975, -4.537593, 1.042627], [0.530908, -2.905985, 1.798355], [0.324916, -4.577784, 1.343451], [0.102049, -3.947746, -1.075566], [1.669652, -3.890225, -0.304237], [0.344157, -1.732168, -1.657133], [0.683797, -1.265611, -0.011150], [3.028274, -2.629022, -1.222021], [2.518945, -1.151434, -2.096183], [2.902448, -0.819140, 0.884446], [4.295236, -1.053358, -0.140144], [3.320022, 0.784966, -1.717330], [4.091824, 1.204283, -0.200784], [1.115071, 0.812918, -0.544286], [1.950894, 1.193477, 0.989792], [1.640410, 2.992778, -1.428518], [0.819891, 3.120375, 0.121537], [3.842246, 3.348004, 0.009478], [2.805635, 4.727404, -0.169014], [1.875791, 3.101540, 2.094272], [2.288638, 4.802834, 2.065357], [3.854211, 3.663530, 3.606455], [4.670096, 4.365533, 2.216709], [4.482098, 0.393006, 2.768862], [4.403139, 1.564925, 4.086093], [2.948530, 1.291867, 3.076393], [-0.406361, -4.032207, 3.785528], [-1.730575, -3.937087, 4.967355], [-4.261314, -2.314094, 0.444820], [-5.018598, -1.297976, 1.722643], [-2.043949, -1.199772, -0.693154], [-2.948140, 0.030201, -1.581318], [-1.894593, 0.502679, -0.273723], [-5.134937, 0.681016, 1.141277], [5.194906, -1.248581, 5.658926], [6.538750, -1.507895, 5.648106], [6.713694, -2.797101, 5.219826], [5.423124, -3.333255, 4.957584], [4.508552, -2.352723, 5.236040], [4.774978, -0.379890, 5.934154], [7.249710, -0.755688, 5.945480], [7.660307, -3.300049, 5.105427], [5.193353, -4.324644, 4.604329], [3.436149, -2.344220, 5.171365], [-3.020941, 3.662921, -0.981658], [-1.749282, 4.125626, -0.880656], [-1.612130, 5.193416, -1.730122], [-2.868630, 5.383425, -2.369868], [-3.718178, 4.420175, -1.880316], [-3.377898, 2.868937, -0.449345], [-1.053511, 3.648946, -0.214042], [-0.712691, 5.771442, -1.875074], [-3.120873, 6.136339, -3.100244], [-4.753657, 4.212263, -2.095002], [12.597465, -2.563771, 6.077036], [11.620209, -1.605583, 6.104611], [10.427702, -2.228702, 6.354466], [10.695253, -3.617346, 6.488038], [12.041720, -3.792008, 6.314164], [13.570808, -2.392248, 5.908914], [11.857720, -0.568039, 5.943162], [9.468781, -1.744966, 6.433874], [9.979754, -4.397217, 6.689075], [12.650326, -4.679763, 6.337344], [-5.439522, 0.082972, -3.188016], [-5.326187, 0.273367, -4.528780], [-5.721390, -0.885199, -5.152287], [-6.101212, -1.806678, -4.128435], [-5.908256, -1.168712, -2.932598], [-5.213248, 0.764623, -2.486226], [-4.973087, 1.216314, -4.910003], [-5.740268, -1.053419, -6.216157], [-6.464181, -2.812484, -4.258611], [-6.065672, -1.491583, -1.916859], [0.664497, 7.763989, -3.800603], [0.964012, 9.012512, -3.330370], [2.324558, 9.161635, -3.368166], [2.868013, 7.955388, -3.885012], [1.819238, 7.114118, -4.143688], [-0.259732, 7.379900, -3.880496], [0.185947, 9.683752, -3.009511], [2.870312, 10.037476, -3.059357], [3.909028, 7.731007, -4.047294], [1.794215, 6.111983, -4.539202], [-11.009802, -5.332966, 1.660511], [-11.390266, -6.256891, 2.595501], [-10.675925, -6.016325, 3.738487], [-9.834881, -4.899899, 3.484320], [-10.065510, -4.500029, 2.196190], [-11.367834, -5.274871, 0.725666], [-12.131964, -7.002894, 2.366546], [-10.747834, -6.577162, 4.655338], [-9.140163, -4.443539, 4.169537], [-9.640367, -3.698973, 1.615892], [-1.712647, 2.733467, -3.858754], [-2.345920, 2.857375, -5.065525], [-1.570449, 2.249582, -6.016635], [-0.424327, 1.733211, -5.353519], [-0.544310, 2.046832, -4.023662], [-2.057880, 3.094638, -2.980877], [-3.291458, 3.368128, -5.138756], [-1.798864, 2.180625, -7.067563], [0.393466, 1.192290, -5.801710], [0.099720, 1.841021, -3.184621], [2.053608, 5.048615, -7.491398], [3.238901, 5.004607, -8.174185], [3.439428, 3.715201, -8.586008], [2.328916, 2.951255, -8.137636], [1.490002, 3.800971, -7.467909], [1.658922, 5.870397, -7.071182], [3.834766, 5.891612, -8.305350], [4.287341, 3.357806, -9.146285], [2.166838, 1.898194, -8.289866], [0.546128, 3.625346, -6.977418], [3.126986, 1.292644, -7.283625], [4.079513, 1.214906, -8.262600], [5.049039, 0.346175, -7.838867], [4.663468, -0.123687, -6.554813], [3.473478, 0.475562, -6.241968], [2.299769, 1.860001, -7.323245], [3.985586, 1.783917, -9.171828], [5.935689, 0.076058, -8.388044], [5.198194, -0.822135, -5.933195], [2.845364, 0.392708, -5.371188]],
  "forces_ev_per_angstrom": [[0.29, -0.15, 0.37], [0.32, 0.29, -1.50], [-0.37, -1.97, 1.50], [0.86, 2.78, -0.31], [-0.19, -1.78, -0.42], [-0.54, -0.65, -0.13], [1.20, 0.31, -0.32], [-1.41, 0.14, 0.48], [0.17, -0.64, 0.44], [-0.29, -0.15, -0.08], [0.80, 0.25, 0.95], [-0.89, -0.65, -1.19], [1.03, 0.25, 1.00], [0.12, -0.47, -0.24], [-0.94, 0.61, 0.83], [0.85, 0.01, -1.40], [0.10, -0.54, 1.36], [0.35, 0.75, -1.07], [0.27, 0.46, -0.15], [-0.57, 0.06, 0.51], [0.81, 0.17, -0.18], [-0.23, -0.03, -0.37], [-0.45, 0.04, 0.60], [1.00, 0.20, -0.34], [-1.02, 0.63, -1.02], [-1.13, -0.41, -0.70], [0.02, 0.95, 0.12], [0.80, -1.13, -0.71], [-0.09, -1.36, 1.05], [0.51, 1.24, 0.69], [0.92, 0.27, -0.31], [-0.28, -0.75, 0.08], [0.37, -0.23, -0.06], [-0.59, 1.44, -0.06], [-0.18, -0.03, -0.11], [-0.14, -0.07, -0.10], [0.06, 0.06, 0.13], [-0.32, -0.01, 0.56], [-0.05, 0.05, 0.11], [0.24, 0.52, -0.03], [-0.12, 0.44, -0.50], [-0.08, -0.21, 0.02], [-0.08, -0.17, -0.08], [-0.07, 0.11, 0.12], [0.25, 0.13, 0.14], [0.16, -0.15, -0.39], [0.38, 0.49, -0.56], [-0.01, 0.20, 0.10], [0.13, 0.20, -0.02], [-0.28, 0.03, 0.02], [-0.02, 0.33, -0.14], [-0.02, 0.04, 0.30], [-0.16, 0.01, -0.10], [-0.07, -0.15, -0.11], [0.17, 0.23, -0.07], [-0.11, 0.15, 0.20], [-0.05, -0.09, -0.23], [0.25, -0.32, -0.27], [-0.27, -0.12, 0.01], [-0.06, -0.16, 0.07], [-0.20, -0.03, -0.08], [0.00, 0.23, 0.00], [-0.40, -0.20, 0.33], [-0.27, -0.34, 0.42], [0.05, 0.01, -0.04], [-0.14, 0.07, -0.13], [0.06, -0.20, 0.03], [-0.16, 0.00, -0.16], [0.08, -0.10, 0.16], [-0.14, 0.01, -0.05], [-0.08, 0.02, 0.05], [0.11, -0.05, -0.09], [-0.25, -0.14, 0.00], [-0.20, -0.09, 0.13], [-0.17, -0.11, -0.02], [0.21, 0.08, 0.07], [0.22, 0.04, 0.29], [-0.01, -0.26, 0.14], [-0.18, -0.17, -0.06], [0.03, -0.10, 0.07], [-0.18, -0.07, -0.02], [0.20, 0.00, 0.07], [0.01, 0.13, 0.04], [0.08, -0.04, -0.04], [0.02, 0.06, 0.06], [0.05, -0.01, 0.00], [0.02, 0.01, 0.01], [-0.04, 0.07, 0.03], [-0.02, -0.03, -0.02], [0.01, 0.00, -0.01], [0.01, 0.02, -0.02], [-0.01, 0.01, -0.01], [0.12, 0.00, 0.00], [-0.33, -0.42, 0.21], [0.22, 0.04, 0.11], [0.01, 0.21, -0.06], [0.05, 0.01, 0.11], [-0.13, -0.04, 0.00], [-0.15, 0.07, -0.09], [0.01, 0.05, 0.00], [0.00, -0.03, 0.03], [-0.02, -0.04, 0.02], [0.02, 0.03, 0.01], [-0.04, 0.00, 0.05], [0.05, 0.02, -0.03], [-0.01, 0.06, 0.02], [0.00, -0.05, 0.02], [0.05, -0.01, -0.03], [-0.01, 0.00, 0.00], [-0.03, 0.00, -0.01], [-0.01, -0.02, 0.00], [-0.01, 0.01, 0.00], [-0.02, -0.01, -0.01], [-0.03, 0.15, 0.21], [0.01, -0.05, -0.26], [-0.09, -0.01, 0.13], [0.13, 0.24, -0.23], [-0.09, -0.18, 0.30], [0.05, -0.02, 0.15], [0.06, -0.07, -0.12], [0.00, 0.00, 0.00], [0.02, 0.00, 0.00], [0.02, -0.06, -0.01], [0.04, 0.02, -0.05], [-0.08, 0.00, 0.02], [0.00, 0.04, 0.00], [0.04, 0.00, -0.05], [-0.08, -0.09, -0.06], [0.01, -0.02, 0.02], [0.02, 0.01, 0.02], [0.00, 0.00, 0.01], [0.00, -0.01, 0.01], [0.03, -0.04, 0.08], [-0.01, 0.01, 0.07], [-0.02, -0.03, -0.06], [-0.04, -0.02, 0.01], [0.02, 0.04, 0.04], [0.01, 0.02, -0.08], [0.01, 0.01, 0.00], [0.01, -0.01, 0.02], [0.00, 0.00, 0.00], [0.01, 0.00, -0.01], [0.03, -0.01, 0.02], [-0.06, -0.19, -0.16], [0.01, 0.10, 0.29], [0.04, -0.05, -0.08], [0.05, -0.04, -0.03], [-0.09, 0.09, 0.04], [0.11, -0.03, -0.19], [0.02, 0.02, -0.02], [-0.01, -0.03, -0.01], [-0.01, -0.07, 0.02], [0.01, -0.01, -0.01], [0.30, 0.23, 0.07], [-0.25, 0.08, 0.15], [-0.10, 1.17, -0.21], [-2.76, 5.66, -3.99], [-0.28, 0.21, -0.33], [0.05, -0.01, 0.06], [0.04, -0.02, 0.01], [-0.14, 0.69, 0.10], [-2.43, 2.45, -5.17], [0.02, -0.02, -0.02], [3.42, -5.93, 4.98], [0.34, -1.06, -0.11], [-0.09, -0.01, -0.03], [0.12, -0.20, 0.32], [0.59, -0.20, -0.19], [0.96, -1.88, 4.19], [0.15, -1.02, 0.17], [0.01, 0.00, -0.02], [0.06, -0.03, 0.01], [0.00, 0.00, 0.03]]
}